1.
{"formula": "C49H46BBrF4N4O5P2Sr", "method": "ωB97M-V with the def2-TZVPD basis set", "species": ["Sr", "N", "C", "C", "O", "N", "C", "C", "O", "O", "H", "H", "H", "H", "H", "H", "Br", "C", "C", "C", "C", "C", "N", "H", "H", "H", "H", "C", "P", "C", "C", "C", "C", "C", "C", "C", "C", "C", "C", "C", "C", "P", "C", "C", "C", "C", "C", "C", "C", "C", "C", "C", "C", "C", "H", "H", "H", "H", "H", "H", "H", "H", "H", "H", "H", "H", "H", "H", "H", "H", "H", "H", "H", "H", "H", "H", "F", "B", "F", "F", "F", "C", "C", "C", "C", "C", "C", "N", "C", "C", "C", "C", "C", "C", "C", "O", "O", "C", "C", "H", "H", "H", "H", "H", "H", "H", "H", "H", "H", "H", "H", "H", "H"], "coordinates": [[0.324, -0.755, -1.085], [2.141, 0.950, 0.228], [2.036, 0.848, 1.689], [0.677, 0.362, 2.208], [0.538, 0.381, 3.454], [-0.184, -0.003, 1.282], [-1.427, -0.586, 1.753], [-2.128, -1.451, 0.684], [-2.784, -2.427, 1.069], [-2.015, -1.058, -0.532], [3.076, 1.243, -0.029], [1.528, 1.705, -0.081], [2.244, 1.799, 2.194], [2.781, 0.132, 2.046], [-2.157, 0.198, 2.020], [-1.289, -1.187, 2.654], [4.252, -3.461, 0.536], [4.415, -1.891, -0.531], [5.300, -0.903, -0.117], [5.434, 0.206, -0.937], [4.677, 0.293, -2.096], [3.818, -0.751, -2.395], [3.700, -1.839, -1.628], [5.853, -1.010, 0.804], [6.122, 0.995, -0.661], [4.719, 1.148, -2.757], [3.196, -0.710, -3.281], [-0.252, 5.357, -0.573], [-0.409, 3.555, -0.164], [-1.542, 3.017, -1.493], [-1.709, 3.652, -2.719], [-2.495, 3.071, -3.707], [-3.115, 1.851, -3.484], [-2.951, 1.206, -2.264], [-2.172, 1.791, -1.278], [-1.555, 3.624, 1.264], [-2.839, 4.167, 1.186], [-3.672, 4.159, 2.292], [-3.237, 3.592, 3.487], [-1.969, 3.040, 3.571], [-1.130, 3.063, 2.463], [0.796, 6.234, 0.661], [2.352, 5.268, 0.553], [2.873, 4.798, -0.653], [4.048, 4.067, -0.674], [4.721, 3.800, 0.515], [4.206, 4.249, 1.720], [3.021, 4.976, 1.737], [1.294, 7.717, -0.311], [0.443, 8.322, -1.233], [0.809, 9.495, -1.882], [2.034, 10.088, -1.619], [2.892, 9.496, -0.700], [2.524, 8.327, -0.053], [-1.237, 5.830, -0.604], [0.197, 5.423, -1.568], [-1.200, 4.581, -2.940], [-2.589, 3.564, -4.667], [-3.705, 1.391, -4.268], [-3.385, 0.234, -2.065], [-2.040, 1.255, -0.343], [-3.194, 4.569, 0.243], [-4.670, 4.574, 2.219], [-3.901, 3.564, 4.343], [-1.625, 2.555, 4.476], [-0.155, 2.599, 2.538], [2.354, 4.977, -1.587], [4.420, 3.685, -1.617], [5.640, 3.229, 0.500], [4.710, 4.017, 2.650], [2.599, 5.301, 2.681], [-0.516, 7.873, -1.461], [0.132, 9.940, -2.601], [2.322, 10.999, -2.129], [3.857, 9.943, -0.491], [3.208, 7.870, 0.653], [1.094, 0.887, -2.917], [1.521, 1.812, -3.942], [1.558, 3.101, -3.370], [0.639, 1.756, -5.014], [2.823, 1.438, -4.335], [-3.387, -7.033, 3.991], [-1.962, -6.623, 3.720], [-1.009, -6.775, 4.722], [0.303, -6.373, 4.524], [0.676, -5.850, 3.299], [-0.261, -5.706, 2.279], [0.163, -5.157, 1.052], [0.090, -5.790, -0.162], [-0.181, -7.166, -0.251], [-0.238, -7.802, -1.478], [-0.025, -7.096, -2.657], [0.243, -5.738, -2.575], [0.310, -5.073, -1.359], [0.600, -3.596, -1.367], [0.485, -2.963, -2.443], [0.930, -3.046, -0.269], [-1.603, -6.058, 2.489], [-2.624, -5.780, 1.422], [-3.459, -7.558, 4.944], [-3.774, -7.689, 3.209], [-4.047, -6.163, 4.034], [-1.308, -7.200, 5.675], [1.033, -6.476, 5.318], [1.697, -5.544, 3.104], [0.492, -4.193, 0.999], [-0.343, -7.727, 0.661], [-0.449, -8.866, -1.510], [-0.072, -7.593, -3.619], [0.399, -5.139, -3.463], [-2.413, -4.828, 0.933], [-3.624, -5.704, 1.844], [-2.635, -6.563, 0.658]], "lowdin_charge": [1.539, -0.027, -0.194, -0.637, -0.070, -0.082, -0.169, -0.677, -0.022, -0.242, 0.039, -0.001, 0.095, 0.110, 0.114, 0.111, 0.731, -0.750, -0.128, -0.089, -0.063, -0.121, 0.068, 0.092, 0.094, 0.100, 0.112, -0.556, 1.063, -0.371, -0.099, -0.093, -0.087, -0.068, -0.109, -0.376, -0.098, -0.100, -0.100, -0.071, -0.092, 1.012, -0.425, -0.090, -0.075, -0.099, -0.096, -0.120, -0.381, -0.102, -0.100, -0.113, -0.100, -0.104, 0.042, 0.037, 0.090, 0.097, 0.095, 0.101, 0.083, 0.102, 0.092, 0.092, 0.107, 0.079, 0.101, 0.104, 0.088, 0.099, 0.093, 0.093, 0.096, 0.092, 0.095, 0.099, -0.022, -1.229, 0.090, 0.124, 0.088, -0.065, -0.234, -0.077, -0.101, -0.019, -0.201, 0.106, -0.187, -0.045, -0.115, -0.119, -0.034, -0.057, -0.639, -0.110, -0.193, -0.155, -0.020, 0.064, 0.077, 0.082, 0.095, 0.091, 0.110, 0.115, 0.107, 0.089, 0.082, 0.111, 0.072, 0.070, 0.081], "total_charge": -2, "orbital_gap_ev": 6.52, "e_lumo_ha": 0.13629, "max_force_ev_per_a": 0.373, "homo_energy_ev": -2.8, "e_above_lowest_kcal_mol": 0.0}

2.
{"formula": "C49H46N2NiO2SSeSi", "method": "ωB97M-V with the def2-TZVPD basis set", "species": ["Ni", "O", "C", "C", "C", "C", "C", "C", "C", "C", "C", "O", "C", "C", "C", "C", "C", "C", "C", "C", "C", "C", "C", "C", "N", "C", "C", "C", "C", "C", "C", "C", "C", "C", "C", "C", "C", "H", "H", "H", "H", "H", "H", "H", "H", "H", "H", "H", "H", "H", "H", "H", "H", "H", "H", "H", "H", "H", "H", "H", "H", "H", "H", "H", "C", "Si", "C", "C", "Se", "H", "H", "H", "H", "H", "H", "H", "H", "H", "S", "C", "N", "C", "C", "C", "C", "C", "C", "H", "H", "H", "H", "H", "C", "C", "C", "C", "C", "C", "H", "H", "H", "H", "H"], "coordinates": [[0.042, -0.285, 0.114], [-1.686, 0.706, -0.255], [-1.954, 1.439, -1.371], [-0.679, 1.645, -2.252], [0.478, 2.256, -1.530], [0.982, 3.500, -1.899], [2.025, 4.054, -1.184], [2.543, 3.354, -0.109], [2.023, 2.103, 0.198], [2.540, 1.345, 1.381], [1.412, 1.084, 2.436], [0.534, 0.134, 2.015], [2.032, 0.570, 3.748], [1.223, 0.541, 4.885], [1.674, -0.006, 6.073], [2.957, -0.541, 6.155], [3.767, -0.527, 5.032], [3.305, 0.021, 3.840], [0.761, 2.464, 2.687], [1.442, 3.472, 3.367], [0.899, 4.742, 3.488], [-0.338, 5.022, 2.918], [-1.022, 4.022, 2.243], [-0.482, 2.745, 2.134], [1.024, 1.565, -0.516], [-2.640, 2.755, -0.956], [-3.618, 2.657, 0.039], [-4.316, 3.770, 0.469], [-4.043, 5.024, -0.073], [-3.073, 5.137, -1.053], [-2.384, 4.009, -1.495], [-2.954, 0.699, -2.296], [-3.523, 1.303, -3.414], [-4.391, 0.601, -4.236], [-4.706, -0.720, -3.946], [-4.145, -1.326, -2.831], [-3.275, -0.622, -2.009], [-0.899, 2.230, -3.148], [-0.400, 0.645, -2.600], [0.551, 4.016, -2.746], [2.424, 5.025, -1.454], [3.336, 3.763, 0.503], [3.360, 1.917, 1.822], [2.929, 0.376, 1.066], [0.218, 0.942, 4.815], [1.024, -0.022, 6.940], [3.312, -0.974, 7.084], [4.760, -0.961, 5.071], [3.949, -0.010, 2.970], [2.409, 3.256, 3.812], [1.440, 5.515, 4.024], [-0.764, 6.016, 2.998], [-1.979, 4.234, 1.781], [-1.002, 1.963, 1.585], [-3.794, 1.680, 0.472], [-5.070, 3.668, 1.242], [-4.579, 5.900, 0.272], [-2.841, 6.106, -1.481], [-1.640, 4.124, -2.270], [-3.290, 2.338, -3.643], [-4.819, 1.083, -5.108], [-5.376, -1.276, -4.592], [-4.371, -2.362, -2.603], [-2.816, -1.079, -1.141], [2.045, -4.285, -3.752], [0.645, -3.251, -4.517], [-0.967, -3.870, -3.723], [0.562, -3.786, -6.340], [0.962, -1.083, -4.296], [2.002, -5.331, -4.076], [1.970, -4.265, -2.661], [3.019, -3.872, -4.025], [-1.603, -4.374, -4.459], [-1.526, -3.032, -3.304], [-0.771, -4.573, -2.908], [0.502, -4.876, -6.435], [1.436, -3.430, -6.889], [-0.326, -3.350, -6.806], [4.258, -1.981, -1.041], [2.676, -1.288, -1.209], [1.889, -1.440, -0.200], [2.504, -2.152, 0.825], [1.912, -2.492, 2.046], [2.664, -3.206, 2.955], [3.985, -3.578, 2.675], [4.581, -3.245, 1.475], [3.825, -2.529, 0.548], [2.368, -0.823, -2.141], [0.906, -2.153, 2.250], [2.231, -3.465, 3.913], [4.551, -4.133, 3.414], [5.602, -3.533, 1.258], [-2.451, -4.368, 1.224], [-1.400, -4.454, 0.321], [-0.694, -3.308, -0.037], [-0.999, -2.038, 0.468], [-2.078, -1.990, 1.363], [-2.789, -3.123, 1.745], [-3.003, -5.257, 1.515], [-1.129, -5.415, -0.109], [0.118, -3.414, -0.756], [-2.368, -1.026, 1.774], [-3.614, -3.037, 2.448]], "mulliken_spin": [1.881, 0.011, 0.025, 0.105, -0.024, 0.001, -0.001, 0.001, -0.012, 0.002, 0.006, 0.029, 0.011, -0.007, -0.001, 0.002, -0.002, 0.002, 0.003, 0.000, 0.000, 0.000, 0.000, -0.002, 0.011, -0.006, 0.004, -0.001, 0.001, -0.001, 0.002, -0.026, -0.001, 0.000, 0.000, 0.002, 0.032, -0.003, -0.043, 0.000, 0.000, 0.000, -0.002, 0.004, -0.002, 0.000, 0.000, 0.000, 0.000, 0.000, 0.000, 0.000, 0.000, -0.004, -0.002, 0.000, 0.000, 0.000, 0.000, 0.000, 0.000, 0.000, 0.000, -0.009, 0.000, -0.002, 0.000, 0.000, -0.002, 0.000, 0.000, 0.000, 0.000, 0.000, 0.000, 0.000, 0.000, 0.000, 0.007, -0.007, 0.002, -0.014, 0.002, 0.001, 0.000, -0.001, -0.001, -0.002, 0.005, 0.000, 0.000, 0.000, -0.006, 0.008, -0.021, 0.038, -0.002, 0.004, -0.001, 0.000, -0.004, 0.002, 0.001], "total_charge": -2, "spin_multiplicity": 3, "orbital_gap_ev": [5.82, 5.87], "e_lumo_ha": [0.14895, 0.14886], "max_force_ev_per_a": 0.637, "homo_energy_ev": [-1.8, -1.8], "e_above_lowest_kcal_mol": 0.0}

3.
{"formula": "C49H47BCrN8O5S", "method": "ωB97M-V with the def2-TZVPD basis set", "species": ["Cr", "C", "C", "C", "C", "N", "N", "B", "N", "N", "C", "C", "C", "C", "C", "C", "C", "C", "C", "C", "N", "N", "C", "C", "C", "C", "C", "C", "C", "C", "C", "C", "C", "C", "C", "C", "C", "C", "H", "H", "H", "H", "H", "H", "H", "H", "H", "H", "H", "H", "H", "H", "H", "H", "H", "H", "H", "H", "H", "H", "H", "H", "H", "H", "H", "H", "C", "C", "O", "C", "C", "C", "N", "N", "C", "O", "C", "C", "C", "C", "C", "C", "H", "H", "H", "H", "H", "H", "H", "H", "H", "H", "H", "H", "C", "C", "C", "C", "C", "C", "C", "S", "O", "O", "O", "H", "H", "H", "H", "H", "H", "H"], "coordinates": [[-0.403, -0.247, 0.591], [-2.063, -3.911, 4.233], [-2.158, -3.183, 2.933], [-3.176, -3.208, 2.001], [-2.792, -2.312, 0.989], [-1.610, -1.791, 1.301], [-1.237, -2.313, 2.488], [0.086, -1.861, 3.134], [1.201, -2.114, 2.118], [1.287, -1.447, 0.946], [2.371, -1.919, 0.298], [2.986, -2.879, 1.128], [2.215, -2.980, 2.255], [2.360, -3.926, 3.400], [2.871, -1.658, -1.067], [2.266, -0.823, -2.004], [2.715, -0.764, -3.313], [3.815, -1.495, -3.721], [4.476, -2.279, -2.788], [4.003, -2.366, -1.491], [-0.050, -0.382, 3.489], [-0.251, 0.580, 2.562], [-0.400, 1.741, 3.224], [-0.242, 1.490, 4.601], [-0.031, 0.141, 4.727], [0.143, -0.652, 5.979], [-0.716, 3.081, 2.697], [-0.527, 4.188, 3.526], [-0.812, 5.470, 3.090], [-1.316, 5.679, 1.815], [-1.517, 4.587, 0.986], [-1.218, 3.308, 1.418], [-3.645, -1.994, -0.170], [-4.977, -1.660, 0.079], [-5.865, -1.465, -0.964], [-5.430, -1.582, -2.277], [-4.107, -1.910, -2.532], [-3.224, -2.133, -1.487], [-2.952, -4.526, 4.358], [-1.184, -4.555, 4.277], [-2.007, -3.210, 5.066], [-4.066, -3.814, 2.020], [0.294, -2.494, 4.120], [3.876, -3.450, 0.933], [3.251, -4.531, 3.248], [2.449, -3.396, 4.349], [1.494, -4.588, 3.465], [1.435, -0.214, -1.711], [2.192, -0.134, -4.021], [4.163, -1.449, -4.746], [5.358, -2.841, -3.071], [4.532, -3.011, -0.803], [-0.332, 2.189, 5.412], [0.149, 0.032, 6.826], [-0.673, -1.364, 6.115], [1.079, -1.211, 5.970], [-0.116, 4.063, 4.518], [-0.638, 6.313, 3.748], [-1.538, 6.681, 1.470], [-1.917, 4.725, -0.012], [-1.348, 2.476, 0.752], [-5.302, -1.541, 1.105], [-6.902, -1.230, -0.755], [-6.121, -1.430, -3.097], [-3.759, -2.006, -3.553], [-2.207, -2.436, -1.686], [-4.035, 2.379, 2.190], [-3.233, 1.695, 1.088], [-2.571, 0.676, 1.394], [-3.313, 2.253, -0.191], [-2.603, 1.764, -1.299], [-2.858, 2.404, -2.644], [-1.764, 0.758, -1.204], [-1.319, 0.271, -2.406], [-0.626, -0.802, -2.234], [-0.350, -1.284, -1.051], [-0.155, -1.562, -3.414], [0.440, -2.809, -3.211], [0.919, -3.542, -4.283], [0.818, -3.035, -5.571], [0.242, -1.788, -5.777], [-0.245, -1.055, -4.708], [-3.697, 2.012, 3.159], [-5.098, 2.152, 2.075], [-3.896, 3.459, 2.144], [-3.940, 3.124, -0.335], [-3.390, 3.347, -2.522], [-3.449, 1.729, -3.265], [-1.913, 2.572, -3.160], [0.522, -3.175, -2.197], [1.380, -4.508, -4.115], [1.201, -3.604, -6.410], [0.182, -1.387, -6.782], [-0.693, -0.080, -4.849], [5.416, 3.662, -3.957], [4.641, 3.227, -2.740], [5.222, 2.409, -1.778], [4.491, 1.978, -0.682], [3.174, 2.370, -0.542], [2.587, 3.214, -1.473], [3.320, 3.637, -2.568], [2.168, 1.815, 0.828], [1.969, 3.033, 1.571], [2.897, 0.792, 1.541], [0.897, 1.318, 0.179], [6.301, 3.042, -4.098], [5.739, 4.701, -3.856], [4.798, 3.592, -4.853], [6.246, 2.078, -1.906], [4.921, 1.319, 0.063], [1.556, 3.515, -1.328], [2.860, 4.277, -3.313]], "mulliken_spin": [2.940, -0.001, 0.008, 0.007, 0.024, -0.056, 0.002, 0.007, -0.021, -0.065, 0.039, 0.002, 0.016, -0.001, 0.003, -0.005, -0.002, 0.002, -0.001, 0.000, -0.011, -0.056, 0.037, 0.005, 0.010, 0.000, 0.007, 0.001, -0.001, 0.002, 0.000, -0.024, 0.009, 0.002, 0.000, 0.000, -0.002, -0.003, 0.000, 0.000, 0.000, 0.000, 0.000, 0.000, 0.000, 0.001, 0.001, 0.029, 0.000, 0.000, 0.000, 0.000, 0.000, 0.000, 0.000, 0.000, 0.000, 0.000, 0.000, 0.000, 0.011, 0.000, 0.000, 0.000, 0.000, 0.002, 0.002, 0.018, 0.046, 0.000, 0.061, 0.002, -0.005, 0.041, -0.034, -0.028, -0.006, -0.001, 0.002, -0.003, 0.002, -0.003, -0.001, 0.001, 0.001, 0.001, 0.001, 0.000, 0.000, -0.002, 0.000, 0.000, 0.000, 0.000, 0.000, 0.000, 0.000, 0.000, 0.001, 0.000, 0.000, -0.002, -0.002, 0.005, -0.020, 0.000, 0.000, 0.000, 0.000, 0.000, -0.001, 0.000], "total_charge": -1, "spin_multiplicity": 4, "orbital_gap_ev": [6.14, 6.18], "e_lumo_ha": [0.08506, 0.08502], "max_force_ev_per_a": 1.489, "homo_energy_ev": [-3.8, -3.9], "e_above_lowest_kcal_mol": 20.4}

What did we get for electronic energy? Answer: -168776.1058 -183741.9332 -113674.6729 eV, in the order shown.